[1]
Below is a 2-piece molecular cluster, C5H16NSi overall, with properties calculated with the ωB97M-V functional and the def2-TZVPD basis.

Each line ends with the natural charge from an NBO analysis.
Cartesian coordinates (Å):
C  2.5603  -0.4374  -0.6715  -0.707
C  -0.8146  -0.7649  -1.1233  -0.443
C  -2.7907  -0.2636  0.2294  -0.439
C  2.4696  -0.1702  0.7582  -0.155
C  -0.3629  0.1895  1.0599  -0.398
N  -1.3569  -0.6498  0.2388  -0.420
Si  -0.0432  1.9565  0.3737  0.831
H  2.1680  -1.3812  -0.9240  0.215
H  3.5883  -0.2875  -1.0331  0.262
H  1.9527  0.3948  -1.1137  0.228
H  -1.4857  -1.1745  -1.8564  0.242
H  -0.2746  0.0803  -1.4522  0.235
H  -0.0513  -1.5806  -1.2191  0.241
H  -2.9884  0.0264  1.2919  0.237
H  -3.0075  0.4903  -0.5377  0.244
H  -3.5547  -1.0315  0.0684  0.253
H  2.8452  0.6730  1.1921  0.181
H  2.4455  -1.0681  1.4209  0.193
H  -0.4434  -0.2793  1.9798  0.184
H  -1.2487  -1.5816  0.7287  0.440
H  0.9774  1.8902  -0.6635  -0.171
H  0.6624  2.5329  1.4959  -0.110
H  -1.2469  2.4365  -0.2432  -0.142

Properties
* total charge: +1
* LUMO level (spin up / spin down): -4.808 / -3.471 eV
* molar mass: 118.3 Da
* HOMO-LUMO gap (spin up / spin down): 7.12 / 9.75 eV
* HOMO (spin up / spin down): -11.9248 / -13.2197 eV
* electronic energy: -543.8983 hartree


[2]
Below is a 2-piece molecular cluster, C15H24N4O3 overall, with properties calculated with the ωB97M-V functional and the def2-TZVPD basis.

Each line ends with the natural charge from an NBO analysis.
Cartesian coordinates (Å):
O  0.8470  -4.5198  -6.3664  -0.625
O  2.0732  -1.4938  -2.2364  -0.659
O  -0.2919  3.9738  5.5871  -0.533
C  0.2563  -3.7583  -5.6180  0.671
C  1.1537  -2.3062  -2.2804  0.679
C  -1.3577  1.4528  -0.2317  -0.258
C  0.7382  0.3878  0.3199  -0.227
C  -1.4039  2.0137  1.0443  -0.200
C  0.6872  0.9437  1.6040  -0.237
C  -0.2737  0.6684  -0.5996  0.133
C  -0.3700  1.7935  1.9619  0.118
N  -0.1748  0.2428  -1.9039  -0.843
N  0.8725  -3.1455  -1.2767  -0.590
N  0.8431  -3.3119  -4.5104  -0.611
N  -0.3932  2.4754  3.1820  -0.466
C  -1.1575  -3.3222  -5.9471  -0.714
C  1.5940  -3.1957  -0.0050  -0.424
C  0.2748  -2.3900  -3.5280  -0.294
C  -0.4031  2.5393  5.6481  -0.070
C  -0.9714  4.5230  4.4436  -0.073
C  0.1998  1.8800  4.3985  -0.236
C  -0.3986  3.9568  3.1395  -0.231
H  -2.1517  1.6583  -0.9408  0.205
H  1.5879  -0.2194  0.0276  0.214
H  -2.2423  2.6428  1.3218  0.211
H  1.5001  0.7588  2.2966  0.210
H  -0.7111  0.7751  -2.5850  0.378
H  0.7714  -0.0432  -2.1810  0.410
H  0.0969  -3.7768  -1.3992  0.399
H  1.7964  -3.6149  -4.3761  0.414
H  -1.8370  -3.6751  -5.1743  0.222
H  -1.4421  -3.7572  -6.9044  0.249
H  -1.1962  -2.2372  -6.0182  0.223
H  1.0909  -2.5628  0.7283  0.211
H  2.6178  -2.8369  -0.1333  0.232
H  1.6250  -4.2204  0.3676  0.208
H  -0.7233  -2.7142  -3.2343  0.202
H  0.2039  -1.3968  -3.9708  0.216
H  -1.4568  2.2546  5.7344  0.166
H  0.1136  2.1709  6.5390  0.194
H  -0.8664  5.6119  4.4447  0.194
H  -2.0398  4.2906  4.4999  0.164
H  0.0039  0.8030  4.4320  0.211
H  1.2845  2.0300  4.3954  0.171
H  0.6253  4.3198  3.0027  0.175
H  -0.9949  4.3315  2.3020  0.211

Properties
* LUMO level: 0.505 eV
* structure (SMILES): Nc1ccc(N2CCOCC2)cc1.CNC(=O)CNC(C)=O
* molar mass: 308.4 Da
* HOMO-LUMO gap: 7.65 eV
* HOMO: -7.1428 eV
* electronic energy: -1030.7261 hartree


[3]
Below is C30H45NO2P2S2Y as an isolated structure, with properties calculated with the ωB97M-V functional and the def2-TZVPD basis.

Each line ends with the Mulliken charge.
Cartesian coordinates (Å):
Y  -0.2794  0.9122  -1.4389  -0.178
C  -0.9214  -2.0413  2.0570  0.749
C  0.4305  -2.1700  1.5898  0.820
C  0.4945  -1.1564  3.6404  0.939
C  -0.8711  -1.4626  3.3486  0.123
C  1.2974  -1.6471  2.5796  0.571
C  -2.1539  -2.4945  1.3938  -0.840
H  -1.9800  -2.8672  0.3641  -0.608
H  -2.8726  -1.6688  1.3454  0.414
H  -2.6169  -3.3199  1.9516  0.416
C  -2.0091  -1.2260  4.2594  -1.456
H  -2.9065  -1.7396  3.8951  0.406
H  -2.2378  -0.1535  4.3584  0.038
H  -1.7792  -1.6137  5.2617  0.409
C  0.9913  -0.4591  4.8464  -1.666
H  1.5407  -1.1491  5.5187  0.340
H  0.1565  -0.0059  5.4168  0.341
H  1.6934  0.3493  4.5539  0.200
C  2.7748  -1.6507  2.5904  -1.431
H  3.1597  -2.1525  3.4896  0.401
H  3.1527  -0.6231  2.5871  0.153
H  3.1507  -2.1804  1.7160  0.364
C  0.9047  -2.7696  0.3241  -1.476
H  1.5682  -3.6290  0.5250  0.477
H  1.4789  -2.0536  -0.2939  0.019
H  0.0672  -3.1349  -0.2794  0.267
C  -1.3575  1.9405  -3.0826  0.132
C  -1.8484  0.6686  -3.1291  -0.339
C  -1.4878  -0.2590  -4.3053  -0.966
C  -0.0388  -0.8358  -4.2063  -1.293
C  0.7876  -0.3203  -3.0182  -0.267
C  1.7553  0.8041  -3.2680  -0.037
C  1.1951  2.2760  -3.3676  -1.114
C  -0.2125  2.3900  -3.9915  -1.167
H  -1.5553  0.2851  -5.2593  0.434
H  0.4884  -0.6251  -5.1587  0.373
H  -2.2343  -1.0733  -4.3911  0.378
H  -0.1481  1.8388  -4.9368  0.272
H  -1.7812  2.6961  -2.3963  0.508
H  -2.6828  0.3098  -2.4888  0.511
H  -0.3280  3.4592  -4.2263  0.628
H  1.2672  2.7794  -2.3792  0.432
H  2.3254  0.6295  -4.2026  0.659
H  1.9355  2.8273  -3.9819  0.612
H  -0.1531  -1.9292  -4.0836  0.157
H  1.1677  -1.1308  -2.4013  0.439
P  -2.8039  -2.5027  -1.6159  0.598
C  -4.5620  -2.1500  -1.9426  -1.263
C  -2.5599  -3.6186  -3.0282  -1.233
P  3.2627  0.8195  -2.0089  1.349
C  2.1488  0.9048  -0.6809  -0.536
C  4.2442  -0.6516  -1.9900  -1.197
C  4.0693  2.4049  -2.1609  -1.262
H  -5.0100  -1.5529  -1.1337  0.341
H  -5.0311  -3.1400  -2.0356  0.445
H  -4.6439  -1.5631  -2.8760  0.355
H  -1.6340  -3.3640  -3.5801  0.273
H  -3.4386  -3.5994  -3.7048  0.382
H  -2.4271  -4.5925  -2.5310  0.397
H  3.6486  3.0364  -2.9559  0.329
H  5.1398  2.2541  -2.3444  0.460
H  3.9633  2.9019  -1.1881  0.375
H  1.6502  1.9381  -0.6208  -0.368
H  2.5983  0.7761  0.3129  0.574
H  4.7216  -0.7450  -1.0088  0.407
H  5.0240  -0.5560  -2.7521  0.442
H  3.6567  -1.5503  -2.2005  0.352
O  1.7037  3.7480  1.0634  -0.737
S  1.1436  2.6227  1.7834  0.998
O  2.0525  1.5907  2.2405  -0.572
N  -0.0291  1.9545  0.7333  -0.261
C  -1.2685  1.8373  1.2524  1.075
S  -2.4460  0.9840  0.3812  -0.541
C  -1.3370  2.3893  2.5765  0.231
C  -2.3542  2.1968  3.5070  -0.888
C  -2.1374  2.5144  4.8453  -0.203
C  -0.8982  3.0213  5.2671  -0.596
C  0.1379  3.2379  4.3455  -0.748
C  -0.1008  2.8978  3.0136  0.165
H  -3.2797  1.7248  3.1797  0.451
H  -2.9241  2.3480  5.5818  0.374
H  -0.7207  3.2135  6.3220  0.421
H  1.1136  3.6456  4.6275  0.465

Properties
* total charge: +1
* LUMO level (spin up / spin down): -3.923 / -3.881 eV
* molar mass: 666.7 Da
* HOMO-LUMO gap (spin up / spin down): 4.96 / 4.91 eV
* HOMO (spin up / spin down): -8.8878 / -8.7948 eV
* electronic energy: -2892.3407 hartree


[4]
Below is a 2-piece molecular cluster, CH2Cl2N2 overall, with properties calculated with the ωB97M-V functional and the def2-TZVPD basis.

Each line ends with the natural charge from an NBO analysis.
Cartesian coordinates (Å):
C  0.9788  -0.3765  -0.0630  0.671
N  1.0365  0.8109  0.2145  -0.587
N  0.9707  -1.5954  -0.0226  -0.713
Cl  -2.0351  0.9282  0.0026  -0.235
Cl  1.7593  2.2013  -0.2911  0.221
H  0.2827  -2.2612  -0.1538  0.408
H  -2.9930  0.2928  0.3134  0.235

Properties
* LUMO level: 0.570 eV
* structure (SMILES): N=C=NCl.Cl
* molar mass: 112.9 Da
* HOMO-LUMO gap: 10.20 eV
* HOMO: -9.6300 eV
* electronic energy: -1069.1130 hartree


Energy relative to the best compared isomer or geometry (same formula, charge and spin)
In order: 5.191 1.045 0.000 1.608
Unit: eV